7
Properties=species:S:1:pos:R:3:forces:R:3:nbo_charge:R:1 method="wB97M-V/def2-TZVPD" multiplicity=1 gap_ha=0.1278 de_lowest_ev=2.2201 homo_ev=-2.2043 charge=-1
N 2.9577 0.1672 -0.2128 3.07 -0.33 -0.27 0.162
N 4.1420 -0.4967 -0.1474 -4.76 1.72 -0.04 -0.450
O 1.7823 -0.1028 0.1602 3.10 0.49 -0.98 -0.388
S -7.8414 -0.0715 -0.1695 0.03 -0.12 -0.13 -1.077
H 3.2605 1.0923 -0.6933 -1.63 -1.17 0.90 0.357
H 3.8425 -1.3775 0.2547 0.23 -0.71 0.39 0.318
H -8.1435 0.7890 0.8081 -0.04 0.12 0.13 0.077